Molecular formula: C6H25NO5S
Method: DFT, wB97M-V/def2-TZVPD

Output
SMILES: CC(C)CNCCS.O.O.O.O.O
LUMO energy, eV: 0.238
Frontier orbital gap, hartree: 0.3323
Total energy, eV: -29186.535
Relative energy (zero: lowest compared OMol25 entry of this formula, charge and spin), kcal/mol: 86.7
HOMO energy, eV: -8.8

Each line ends with the Löwdin charge.
Atoms and positions in Å:
C: 1.75288 3.18764 -0.44180  -0.086
C: 1.25413 1.68098 -0.25360  -0.361
C: 2.05289 1.00282 -1.39679  -0.056
C: -0.28970 1.46115 -0.37431  -0.220
N: -0.67722 0.41154 0.47177  -0.074
C: -0.28901 0.48596 1.89611  -0.256
C: -0.38419 -1.01772 2.54476  -0.455
S: 1.22282 -1.94202 2.28307  0.678
H: 0.93425 3.88315 -0.30269  0.041
H: 2.39581 3.44589 -1.41868  0.111
H: 2.48615 3.48224 0.37319  0.079
H: 1.67890 1.40571 0.70943  0.094
H: 1.86343 0.00936 -1.11787  0.065
H: 1.36766 1.22893 -2.28474  0.090
H: 2.82158 1.55432 -1.70325  0.012
H: -0.86066 2.48416 -0.19389  0.137
H: -0.59738 1.18920 -1.39217  0.089
H: -1.56722 -0.04348 0.40409  0.098
H: -1.01615 1.12482 2.58267  0.113
H: 0.73793 0.84011 2.10540  0.080
H: -1.13645 -1.59991 2.06859  0.039
H: -0.60547 -0.97230 3.60024  0.051
H: 0.80080 -3.21736 2.07330  -0.181
O: -0.40944 2.81376 3.39883  -0.077
H: -1.32677 2.71305 3.06339  0.055
H: 0.20921 2.46666 2.76829  -0.011
O: -2.68057 -1.72087 -1.47132  -0.056
H: -2.20664 -2.42042 -1.89669  -0.005
H: -2.02936 -1.07019 -1.25231  -0.014
O: -0.28056 -3.80961 -0.47306  -0.048
H: 0.05988 -4.03968 0.39456  -0.001
H: -1.21831 -3.92769 -0.47693  0.018
O: -1.01365 -1.34827 -3.07957  -0.087
H: -0.43065 -2.11261 -2.67511  0.128
H: -0.61044 -0.99143 -3.85216  0.023
O: -0.52552 1.42881 -4.10153  -0.035
H: -0.91580 2.26803 -3.86058  0.045
H: -0.96283 0.77554 -3.58078  -0.024

Atoms 1-6, force components in eV/Å:
C 1.326 0.718 0.232
C 1.590 2.920 -1.837
C -6.941 -0.376 0.043
C -0.194 2.500 -0.238
N 1.195 -1.172 2.647
C -2.236 -2.018 1.627

---

Molecular formula: C15H9CoN3O9
Method: DFT, wB97M-V/def2-TZVPD

Output
LUMO energy (spin up / spin down), eV: 4.140 / 4.140
Frontier orbital gap (spin up / spin down), hartree: 0.1301 / 0.2111
Total energy, eV: -76224.226
<S²>: 3.802
Relative energy (zero: lowest compared OMol25 entry of this formula, charge and spin), kcal/mol: 56.3
HOMO energy (spin up / spin down), eV: 0.6 / -1.6
Spin multiplicity: 4
Total charge: -2

Each line ends with the Mulliken spin population.
Atoms and positions in Å:
Co: -0.69222 0.37183 0.04868  1.030
O: -6.78985 -0.33219 0.70925  0.178
C: -5.56425 -0.32234 0.60461  0.068
C: -4.78684 0.95827 0.07927  -0.056
O: -5.33176 2.02053 -0.22423  0.232
C: -3.40212 0.61097 0.09400  0.506
C: -3.27635 -0.80681 0.56370  0.108
O: -2.16074 -1.32650 0.64280  0.161
C: -4.61056 -1.37820 0.88001  0.183
O: -4.83402 -2.54580 1.32420  0.382
O: -2.34901 1.29146 -0.20265  0.246
O: -0.55148 0.91482 1.89675  0.005
N: 0.58774 0.73770 2.41388  -0.008
N: 1.44629 0.24011 1.60435  -0.005
O: 1.16840 -0.02870 0.34013  0.004
C: 2.78249 0.03531 2.05675  -0.004
C: 3.12087 0.15962 3.39836  -0.001
C: 4.43504 -0.05066 3.78234  0.000
C: 5.40370 -0.38845 2.84373  -0.001
C: 5.04507 -0.51495 1.51175  0.000
C: 3.73130 -0.30521 1.10782  -0.001
H: 2.35813 0.41662 4.11853  0.000
H: 4.70134 0.04470 4.82782  0.000
H: 6.42803 -0.55620 3.15281  0.000
H: 5.78865 -0.78215 0.77114  0.000
H: 3.41957 -0.40172 0.07875  0.001
O: -0.98817 -2.12325 -2.39365  0.001
C: -0.81208 -0.96650 -2.71515  -0.004
C: -0.83949 -0.49554 -4.17362  0.001
C: -0.35131 0.94172 -4.10480  -0.004
C: -0.20751 1.20001 -2.60710  -0.019
O: 0.16989 2.26554 -2.14497  0.004
N: -0.53362 0.09023 -1.88641  -0.007
H: -1.86675 -0.58797 -4.52813  0.000
H: -0.21912 -1.16001 -4.77537  0.000
H: -1.04015 1.67808 -4.51885  0.000
H: 0.62091 1.09562 -4.57649  -0.001

Atoms 1-6, force components in eV/Å:
Co -0.092 0.014 -0.472
O 0.049 -0.024 0.053
C -0.169 0.281 -0.273
C -0.034 -0.028 0.205
O -0.054 -0.038 -0.044
C 0.082 -0.291 0.025

---

Molecular formula: C3H8N2O2
Method: DFT, wB97M-V/def2-TZVPD

Output
LUMO energy (spin up / spin down), eV: 0.339 / 0.339
Frontier orbital gap (spin up / spin down), hartree: 0.3287 / 0.3287
Total energy, eV: -10312.231
Relative energy (zero: lowest compared OMol25 entry of this formula, charge and spin), kcal/mol: 108.9
HOMO energy (spin up / spin down), eV: -8.6 / -8.6

Each line ends with the Löwdin charge.
Atoms and positions in Å:
C: 1.87081 0.09799 -0.93841  -0.059
C: 0.34010 0.07490 -0.93432  -0.464
O: -0.23097 1.31090 -0.71931  -0.134
H: -0.02382 -0.43572 -1.84389  0.137
H: 2.20502 0.69011 -1.78937  0.074
H: 2.24109 0.57077 -0.02839  0.076
H: 2.28076 -0.91174 -1.01757  0.074
N: -1.59063 0.86490 1.41644  0.079
C: -0.19640 -0.64179 0.34788  -0.337
O: -1.39949 -1.31855 0.08064  -0.010
N: -0.36505 0.61888 1.09494  0.062
H: -1.58775 -1.92668 0.80415  0.102
H: -1.74047 1.77027 1.84405  0.127
H: -2.32341 0.50674 0.79707  0.127
H: 0.52022 -1.27098 0.88610  0.147

Atoms 1-6, force components in eV/Å:
C -0.294 0.028 -0.104
C 0.334 -1.412 0.774
O -0.313 0.107 1.573
H -0.001 0.142 0.121
H 0.079 -0.008 -0.010
H -0.001 0.006 0.031